Version i
One molecule with the formula C7H8. Source: the OMol25 dataset; level of theory: wB97M-V/def2-TZVPD.

Geometry as XYZ:
```
15
C7H8 | the OMol25 dataset | wB97M-V/def2-TZVPD
C -2.1963 -0.3873 0.2281
C -1.3672 0.7459 -0.3274
C -0.0469 0.3411 -0.0735
C 0.5775 -0.9322 -0.2687
C 1.9378 -0.8926 -0.0772
C 2.1040 0.5624 0.1350
C 1.0519 1.2501 0.0414
H -3.3045 -0.4396 -0.4143
H -2.4277 -0.0335 1.3303
H -1.7890 -1.4699 0.1392
H -1.6692 1.8371 -0.6191
H 0.3253 -1.9160 -0.4013
H 2.6933 -1.6809 0.1476
H 3.1376 0.7190 0.2143
H 0.9733 2.2964 -0.0545
```

Summary:
* SMILES: CC=C1C=CC=C1
* E_HOMO: -8.47 eV
* Kohn-Sham gap: 8.282 eV
* lowest unoccupied orbital energy: -0.191 eV

Version ii
One molecule with the formula C7H8. Source: the OMol25 dataset; level of theory: wB97M-V/def2-TZVPD.

Geometry as XYZ:
```
15
C7H8 | the OMol25 dataset | wB97M-V/def2-TZVPD
C -1.0150 -0.7114 -1.0692
C -0.1827 0.0185 -0.0013
C -0.9894 0.2577 1.2866
C 1.0919 -0.6997 0.2784
C 2.2809 -0.8955 0.3410
C 0.4501 1.2840 -0.5301
C 0.7075 2.4428 -1.0057
H -0.4529 -0.7935 -2.0029
H -1.9433 -0.1671 -1.2718
H -1.2717 -1.7182 -0.7219
H -1.2449 -0.7004 1.7525
H -0.4086 0.8514 1.9970
H -1.9177 0.7947 1.0656
H 3.3304 -1.0757 0.3989
H 1.5923 1.0837 -0.4662
```

Summary:
* E_HOMO: -10.22 eV
* Kohn-Sham gap: 10.784 eV
* lowest unoccupied orbital energy: 0.567 eV

Version iii
One molecule with the formula C7H8. Source: the OMol25 dataset; level of theory: wB97M-V/def2-TZVPD.

Geometry as XYZ:
```
15
C7H8 | the OMol25 dataset | wB97M-V/def2-TZVPD
C -0.5958 -0.8850 -1.0801
C 0.0589 -0.0792 0.0529
C -0.9799 0.2220 1.1502
C 2.1710 -0.6178 1.4757
C 1.2057 -0.8932 0.6477
C 0.5740 1.1903 -0.4950
C 0.9582 2.2337 -0.9557
H 0.1314 -1.1123 -1.8644
H -1.4171 -0.3138 -1.5216
H -0.9973 -1.8249 -0.6855
H -1.3305 -0.7103 1.6043
H -0.5466 0.8487 1.9343
H -1.8379 0.7456 0.7156
H 1.2941 -1.9588 0.3856
H 1.3117 3.1551 -1.3641
```

Summary:
* E_HOMO: -10.08 eV
* Kohn-Sham gap: 9.753 eV
* lowest unoccupied orbital energy: -0.324 eV

Version iv
One molecule with the formula C7H8. Source: the OMol25 dataset; level of theory: wB97M-V/def2-TZVPD.

Geometry as XYZ:
```
15
C7H8 | the OMol25 dataset | wB97M-V/def2-TZVPD
C -1.4396 -2.4045 -0.8440
C -1.3323 -1.7607 0.3236
C -0.8234 -0.6290 0.6581
C -0.1906 0.6839 0.8580
C -0.1047 2.1591 1.0204
C 0.0736 0.1295 -0.3751
C 0.4161 -0.4309 -1.6979
H -1.2634 -3.5164 -1.0014
H -2.4341 -2.1278 -1.4737
H 0.9190 2.3351 0.6669
H -0.2157 2.5358 2.0697
H -0.8498 2.7720 0.3755
H 1.5076 -0.6056 -1.6935
H 0.0910 -0.1078 -2.6340
H -0.2162 -1.3357 -1.4764
```

Summary:
* SMILES: C=C=C1C(C)=C1C
* E_HOMO: -7.79 eV
* Kohn-Sham gap: 8.553 eV
* lowest unoccupied orbital energy: 0.761 eV

Which one is the most stable? From the structures above, version i.